Record 1
# C56H156N28O8P8

A cluster of 12 separate species, C56H156N28O8P8 in total at a distorted geometry (ωB97M-V with the def2-TZVPD basis set, the OMol25 dataset).

**Total charge**: 0
**Calculated total energy**: -193022.325 eV
**HOMO-LUMO gap**: 8.665 eV
**SMILES string**: CN(C)P(=O)(N(C)C)N(C)C.CN(C)P(=O)(N(C)C)N(C)C.CN(C)P(=O)(N(C)C)N(C)C.CN(C)P(=O)(N(C)C)N(C)C.CN(C)P(=O)(N(C)C)N(C)C.CN(C)P(=O)(N(C)C)N(C)C.CN(C)P(=O)(N(C)C)N(C)C.CN(C)P(=O)(N(C)C)N(C)C.CC#N.CC#N.CC#N.CC#N
**E_HOMO**: -0.306 Ha
**Spin multiplicity**: 1

Element x y z (Å)
C  -5.6561  -0.8107  6.3994
N  -4.2517  -1.0402  6.1739
C  -3.8587  -2.4273  6.2801
P  -3.2807  0.2989  5.8353
O  -4.1602  1.5143  5.6803
N  -2.2791  0.3596  7.1785
C  -1.2262  1.3478  7.0525
C  -2.8293  0.1693  8.4625
N  -2.1718  0.1612  4.5666
C  -0.9295  -0.7316  4.4411
C  -2.4069  0.9258  3.2462
H  -5.9584  -0.9662  7.4504
H  -6.3025  -1.4183  5.8071
H  -5.9934  0.2380  6.2710
H  -3.8069  -2.8047  7.2992
H  -2.8825  -2.6125  5.7514
H  -4.4858  -3.0458  5.7179
H  -0.9807  1.5530  5.9941
H  -1.5680  2.2677  7.5288
H  -0.2369  1.0123  7.5109
H  -2.0360  -0.3665  9.0341
H  -3.0499  1.1594  8.8700
H  -3.7375  -0.4459  8.3557
H  -0.4337  -1.0049  5.3697
H  -1.2527  -1.6371  3.8934
H  -0.2245  -0.2616  3.7695
H  -3.3783  1.4517  3.3500
H  -2.4752  0.1006  2.4917
H  -1.5664  1.5921  2.9309
C  -4.0360  -5.7223  2.4452
N  -5.1320  -5.1327  1.6109
C  -4.9863  -5.5531  0.2577
P  -6.3463  -4.1671  2.1344
O  -6.0273  -3.3604  3.3508
N  -6.9232  -3.2575  0.9260
C  -6.0334  -2.1769  0.5335
C  -8.0720  -3.4619  0.0686
N  -7.6301  -5.2344  2.3046
C  -7.4107  -6.6300  2.4072
C  -8.7203  -4.6328  2.9816
H  -3.0015  -5.4343  2.0282
H  -4.2536  -6.8260  2.5630
H  -4.1138  -5.3438  3.4702
H  -5.1268  -4.6759  -0.4433
H  -5.5854  -6.3867  -0.1985
H  -3.9221  -5.9043  0.0946
H  -5.1944  -2.0456  1.1937
H  -5.5858  -2.4826  -0.4523
H  -6.5787  -1.2886  0.5236
H  -8.6088  -4.3514  0.3672
H  -8.7192  -2.5655  0.1702
H  -7.7776  -3.6568  -0.9650
H  -8.3092  -7.1348  1.9992
H  -6.5723  -6.9714  1.8376
H  -7.2960  -6.9421  3.4425
H  -8.9851  -3.7149  2.4698
H  -8.5850  -4.4246  4.0545
H  -9.5355  -5.3074  2.7836
C  -0.0771  4.2770  4.0439
N  -0.5114  4.8811  5.2933
C  0.1637  4.6145  6.5329
P  -1.4952  6.2365  5.1013
O  -1.1018  7.3744  4.2492
N  -2.9020  5.5528  4.5339
C  -3.9549  6.5974  4.3048
C  -3.3468  4.2004  4.8040
N  -1.8399  6.7498  6.6966
C  -1.0577  7.8160  7.2617
C  -2.8191  6.1395  7.6193
H  0.9166  4.7198  3.8109
H  -0.7120  4.6029  3.1862
H  -0.1244  3.2098  4.1240
H  0.6858  3.6228  6.4337
H  -0.5770  4.4246  7.2765
H  0.9290  5.3648  6.8581
H  -4.6092  6.3149  3.4401
H  -4.5455  6.7092  5.2161
H  -3.4762  7.5216  4.0367
H  -3.8966  3.8248  3.9263
H  -2.4505  3.5297  4.9839
H  -3.9102  4.1622  5.6944
H  -0.3668  8.1807  6.4999
H  -1.7169  8.6834  7.4495
H  -0.4033  7.5790  8.1229
H  -3.2477  5.1934  7.3137
H  -3.6729  6.8618  7.6116
H  -2.3333  5.9982  8.5891
C  2.2614  -1.5903  2.7697
N  3.5154  -1.0721  2.2910
C  3.4980  0.3921  2.2848
P  4.6857  -1.8358  1.5074
O  4.3513  -2.3922  0.1770
N  5.9414  -0.8236  1.3697
C  6.8752  -0.9270  0.2677
C  6.3176  0.0435  2.5004
N  5.1471  -3.1163  2.5134
C  5.9861  -4.2007  1.8603
C  5.1062  -3.0573  3.9009
H  2.1461  -1.5557  3.8143
H  2.2602  -2.6415  2.5432
H  1.4862  -1.0848  2.2535
H  2.5143  0.6553  1.9553
H  4.2468  0.8193  1.6615
H  3.6055  0.7488  3.3447
H  6.7832  -0.2338  -0.5129
H  7.9240  -0.7964  0.6047
H  6.7455  -1.8681  -0.2766
H  7.3268  -0.3574  2.9016
H  6.4863  1.0863  2.1840
H  5.6113  0.0933  3.3308
H  5.6455  -4.3078  0.8293
H  7.0559  -3.9664  1.7982
H  5.7336  -5.1345  2.3501
H  5.9819  -2.6680  4.3054
H  4.9045  -4.0037  4.3434
H  4.3205  -2.3830  4.3176
C  0.8965  2.8789  -6.0250
N  1.2080  4.1580  -6.4669
C  0.2902  4.6885  -7.4900
P  2.2441  5.1423  -5.6540
O  2.3590  6.4396  -6.3535
N  1.4361  5.3912  -4.1523
C  2.1456  6.3542  -3.2949
C  0.0139  5.7645  -4.4109
N  3.6217  4.3746  -5.2727
C  4.6999  4.3882  -6.3308
C  3.8593  3.5452  -4.0755
H  -0.1292  2.8969  -5.7245
H  1.5173  2.5148  -5.2305
H  1.0054  2.2056  -6.9092
H  -0.4997  3.9753  -7.6365
H  0.7143  4.8686  -8.4764
H  -0.2200  5.6581  -7.2495
H  2.1983  7.2886  -3.8081
H  1.6530  6.4118  -2.3062
H  3.1473  5.9712  -3.1464
H  -0.0517  6.8134  -4.7917
H  -0.3558  5.0695  -5.0924
H  -0.5774  5.8349  -3.4919
H  4.4396  3.8660  -7.2459
H  4.7877  5.3805  -6.7421
H  5.6823  3.9705  -5.9466
H  3.6401  2.4659  -4.1514
H  3.3472  3.9208  -3.1659
H  4.9461  3.4908  -3.8800
C  6.9831  0.7083  -7.6764
N  6.7623  -0.3663  -6.7170
C  7.3117  -0.0237  -5.4215
P  5.6086  -1.5367  -7.0547
O  4.5996  -0.9809  -7.9932
N  6.4253  -2.8487  -7.7253
C  6.2071  -3.3802  -9.0784
C  7.6900  -3.3149  -7.0905
N  4.9589  -2.1888  -5.5834
C  4.0862  -1.3213  -4.7799
C  4.4697  -3.6354  -5.5653
H  6.3663  1.5691  -7.3807
H  6.6160  0.3894  -8.6619
H  8.0526  1.0560  -7.7350
H  8.3388  0.3831  -5.6050
H  7.3227  -0.9582  -4.8144
H  6.8411  0.7850  -4.9784
H  5.5170  -2.7665  -9.6266
H  7.1553  -3.3621  -9.6828
H  5.9488  -4.4127  -9.1740
H  7.7344  -3.0998  -6.0229
H  7.8450  -4.3652  -7.0482
H  8.4675  -2.7884  -7.6491
H  3.0695  -1.4500  -5.1573
H  4.0989  -1.5365  -3.7516
H  4.3974  -0.2835  -4.9223
H  5.2829  -4.3055  -5.8728
H  3.6437  -3.6986  -6.2774
H  4.0663  -3.8745  -4.5625
C  -2.2986  2.4341  -0.2939
N  -0.9854  2.1893  -0.8508
C  -0.1262  3.4052  -0.8629
P  -0.2858  0.7194  -0.4849
O  0.0484  0.4931  0.9571
N  -1.4667  -0.4133  -0.8852
C  -2.0975  -0.4622  -2.1765
C  -2.0443  -1.3047  0.1993
N  1.0389  0.6764  -1.5231
C  2.1556  -0.2105  -1.0991
C  0.9351  1.0149  -3.0159
H  -2.1752  3.0301  0.6171
H  -2.7685  1.4917  -0.2134
H  -2.7820  3.1807  -0.8826
H  0.9370  3.1848  -0.8357
H  -0.3755  4.0633  -0.0101
H  -0.2894  3.9051  -1.7938
H  -2.2180  -1.5304  -2.3838
H  -3.0308  0.0383  -2.2280
H  -1.4996  -0.0636  -2.9376
H  -1.5236  -1.1671  1.1300
H  -3.0883  -1.0457  0.3360
H  -1.9014  -2.3881  -0.1647
H  3.1379  0.3392  -1.2104
H  2.1470  -0.5426  -0.0714
H  2.2381  -1.0751  -1.7591
H  0.2875  1.8338  -3.3214
H  0.6300  0.2312  -3.7040
H  1.9291  1.2399  -3.3839
C  3.4420  -5.8687  -0.6802
N  2.4975  -6.5245  -1.5189
C  3.0971  -7.4811  -2.4403
P  0.8887  -6.0598  -1.5981
O  0.0096  -7.0576  -2.1331
N  0.4749  -5.7051  -0.0105
C  0.6512  -4.4708  0.7259
C  -0.1569  -6.7039  0.7387
N  0.7269  -4.6044  -2.4018
C  -0.6272  -4.1681  -2.5204
C  1.6304  -4.0471  -3.4169
H  4.0141  -6.5291  -0.0181
H  2.9633  -5.1484  -0.0832
H  4.2409  -5.2952  -1.2362
H  3.6325  -8.2008  -1.8270
H  3.8927  -6.9313  -3.0150
H  2.3589  -7.9809  -3.1413
H  1.1681  -3.7452  0.0744
H  -0.3420  -4.0735  1.0572
H  1.3028  -4.6224  1.6149
H  -0.5748  -7.4583  0.0304
H  0.4822  -7.2711  1.4395
H  -1.0295  -6.3538  1.3755
H  -1.2561  -4.6850  -3.2254
H  -1.2648  -4.2519  -1.5982
H  -0.7225  -3.1071  -2.8199
H  1.3597  -4.3536  -4.4290
H  2.6361  -4.3765  -3.1542
H  1.7019  -2.9748  -3.3859
C  -6.6694  0.2812  3.1075
C  -6.1852  0.6719  1.7721
N  -5.9417  1.0110  0.7380
H  -7.7339  0.3955  3.1236
H  -6.1580  0.9412  3.7809
H  -6.2883  -0.7319  3.3339
C  -5.4769  4.5218  -0.5356
C  -5.9877  4.2214  0.7910
N  -6.2607  4.1122  1.9023
H  -4.4426  4.8986  -0.4480
H  -6.1338  5.2866  -1.0484
H  -5.5813  3.6364  -1.1957
C  -0.9872  9.2897  1.4168
C  -1.3281  8.5566  0.1767
N  -1.7729  7.9362  -0.6858
H  -0.1599  9.9728  1.3335
H  -0.9840  8.5777  2.2324
H  -1.9366  9.8310  1.6888
C  0.8497  -1.5417  -8.4612
C  0.7782  -1.5747  -6.9758
N  0.5246  -1.6789  -5.8525
H  0.2015  -0.7566  -8.8876
H  0.6376  -2.5296  -8.8591
H  1.9024  -1.2238  -8.7436

Cartesian forces, eV/Å:
-1.017 1.373 1.239
0.112 0.814 -0.717
2.353 0.573 -0.535
-0.258 0.678 -0.004
0.841 -1.358 -0.318
0.797 -0.301 -3.007
1.331 -0.178 0.377
0.409 -0.559 0.707
0.894 0.376 -0.721
-2.189 0.130 -0.466
-0.452 -1.717 0.855
0.345 -0.451 0.005
-0.243 -0.727 -0.690
0.774 -0.518 -0.398
0.087 0.111 0.275
-0.522 0.448 0.838
-1.561 -0.862 -0.793
-0.382 -0.075 0.565
0.289 0.290 0.072
-1.252 0.308 -0.173
-0.867 0.399 0.332
-0.222 -0.180 0.613
0.405 0.293 0.451
-0.356 0.184 0.220
0.249 0.054 0.410
0.170 0.515 -0.001
0.758 -0.179 -0.231
-0.135 1.038 0.276
-0.583 -0.492 0.653
-0.632 0.266 0.397
2.094 -0.735 0.463
1.039 0.355 -2.863
-1.044 -0.562 1.519
0.341 -0.609 -0.597
0.674 0.273 -0.334
0.632 -1.878 -1.382
0.058 0.272 0.258
2.070 1.368 -0.354
-1.527 -0.919 0.394
-1.073 -0.202 0.104
-1.646 -0.780 0.516
0.839 0.931 -0.527
0.052 0.247 -0.239
0.087 -0.904 0.604
-0.106 0.490 1.039
-1.060 0.526 0.163
0.181 -0.138 0.609
-0.413 0.891 0.449
-0.622 1.442 -0.629
-0.169 -0.028 0.262
0.160 -0.529 -0.462
0.066 0.433 -0.172
0.344 -0.061 0.243
0.463 -0.004 -0.287
0.112 -0.321 0.296
-0.025 0.387 0.174
0.020 -0.243 -0.228
-0.878 -0.185 0.517
0.630 1.691 -0.460
-1.037 1.568 -0.854
1.450 -1.131 -0.415
-1.506 -1.149 1.706
0.781 0.044 0.008
0.073 1.456 -0.344
-0.046 -1.642 -0.635
1.700 -0.595 -1.015
0.660 -1.228 -0.802
0.226 1.027 -0.514
-0.108 1.336 -0.884
-0.159 -0.976 -0.131
0.122 -0.273 0.822
0.386 -0.702 -0.126
-0.232 0.892 -0.033
-0.346 0.282 0.934
-0.654 -0.440 -0.241
0.419 0.002 0.836
-0.243 0.140 -0.091
0.205 0.376 0.081
-0.031 0.014 0.524
-1.113 0.806 -0.358
-1.141 -0.339 0.869
-0.042 -0.044 -0.124
0.307 -0.239 0.517
-0.690 -0.217 -0.012
0.344 -0.217 -0.391
0.420 -0.568 0.854
-0.374 0.199 0.085
1.120 -1.523 -1.147
0.216 2.193 0.829
-0.685 -0.390 1.695
0.104 -3.183 -0.894
0.044 -0.089 -0.315
0.350 2.015 0.765
0.895 -1.112 0.460
2.503 -0.698 0.046
-0.189 -0.613 -3.058
-1.373 1.240 0.098
-1.529 0.824 1.415
-0.073 0.592 1.599
-0.371 -0.592 -0.313
-1.107 0.349 -0.375
-0.570 0.660 -0.374
0.356 0.320 -0.438
-0.017 0.033 -0.842
-0.682 1.688 -0.910
-0.502 -0.444 0.174
0.147 -0.133 0.536
-1.418 0.770 -0.336
-0.040 -0.320 -0.077
0.067 -0.481 -0.335
-0.097 0.169 0.064
-0.084 -0.151 0.542
0.471 -0.180 0.303
2.020 0.526 1.066
-0.055 -1.063 0.364
0.260 -0.385 -0.705
-0.186 -1.940 -1.292
0.652 2.355 -1.424
-0.223 1.137 0.040
-2.142 1.856 1.034
0.710 -0.351 -0.548
-0.102 -0.521 -0.264
-0.585 -1.239 0.271
1.495 2.116 1.424
1.838 -1.070 0.075
0.004 -0.376 0.583
0.589 -0.309 0.271
-0.922 -0.629 0.556
0.368 -0.006 0.374
-0.215 -0.169 0.785
-0.393 -0.494 0.039
0.555 -0.195 0.082
0.667 -0.764 0.292
0.048 1.048 -0.019
0.126 0.180 -0.520
0.307 0.171 0.138
0.099 -0.691 -0.286
-1.075 -0.875 -0.897
0.234 -0.595 0.089
-0.317 -0.912 0.138
0.419 0.699 0.522
-1.313 0.708 -0.255
-0.535 0.317 -0.462
0.242 -0.112 -0.772
-0.341 0.607 0.003
-0.443 0.206 -0.549
0.104 -0.050 0.480
1.904 -2.211 -1.000
-0.714 -1.009 0.112
0.124 -0.337 0.052
0.054 -0.971 0.473
1.622 1.038 -0.390
-0.774 1.678 -0.212
1.137 -0.474 -0.331
0.025 0.377 -2.239
0.414 1.587 -0.369
0.181 0.102 -0.152
0.314 0.207 0.235
-0.892 -0.685 0.168
-0.390 -0.790 0.319
0.108 1.047 0.005
-1.547 1.441 1.245
-0.527 0.226 -0.007
-0.396 0.418 0.626
-0.697 -0.818 0.668
-0.135 0.762 -0.055
-0.181 -1.157 -0.862
0.535 -0.379 0.421
-0.221 0.341 0.181
0.305 -0.543 1.435
-0.155 0.023 0.033
-0.353 0.161 0.252
-0.074 -0.335 -0.010
0.585 0.211 -0.528
1.507 1.424 0.230
1.455 0.151 -0.216
-0.426 -0.646 0.394
-0.488 -0.332 0.275
0.544 0.111 -0.667
0.642 0.213 1.798
0.102 -1.744 0.972
0.816 -0.572 -2.407
-0.819 0.072 -0.504
1.156 1.053 -1.494
0.630 -0.606 0.856
-0.196 -0.777 0.774
-1.173 -0.542 0.394
-0.910 -0.010 -1.111
0.006 -0.336 0.170
0.073 -0.225 -0.353
-0.235 0.728 -0.536
-0.379 0.118 -0.398
-1.240 0.462 0.151
1.111 0.612 -0.986
0.362 0.105 0.082
-0.364 -0.224 -0.006
-0.502 1.438 0.652
-0.907 -0.367 0.024
-0.629 0.058 0.154
-0.128 -0.197 0.104
-0.057 0.356 0.996
-0.224 -0.920 0.482
0.395 0.325 0.309
1.761 0.486 -0.534
-1.010 -0.264 -0.868
0.077 0.534 -0.866
1.810 2.058 1.351
-1.378 -2.427 -1.154
0.239 1.311 -0.353
0.412 0.481 -0.345
-1.909 -2.414 0.755
0.697 0.528 0.216
-2.145 1.293 0.660
0.358 -1.120 0.802
-0.302 -0.366 -0.052
-0.556 0.913 0.881
-0.751 -0.451 0.087
-0.042 -0.499 -0.127
-0.654 -0.572 0.035
0.833 0.710 1.056
-0.386 -0.033 0.350
0.721 -0.152 -0.184
-0.409 0.023 -0.314
0.212 0.438 0.629
0.186 0.327 -0.123
0.874 0.077 -0.804
0.142 -0.695 -0.793
1.084 -0.026 -0.269
0.564 -0.308 0.212
0.057 -0.050 -0.050
0.021 -0.304 -0.239
-0.495 0.630 0.142
1.688 -0.471 -0.893
-1.643 -1.193 4.395
1.363 1.400 -4.286
-0.510 -0.127 0.263
-0.051 0.499 0.731
-0.608 0.200 -0.111
-0.904 0.273 -1.301
0.286 0.425 0.534
-0.168 -0.150 -0.229
-0.519 -0.271 -0.241
0.811 -0.541 0.812
0.515 0.319 0.543
-2.370 -0.073 -0.233
-0.221 0.015 0.399
0.432 0.219 0.103
0.292 -0.052 0.068
0.900 -0.302 0.259
0.971 0.051 -0.502
1.741 1.149 0.320
-1.048 -0.233 -0.130
0.562 0.231 -0.782
-0.014 -0.558 0.403
-0.081 0.065 -0.046
-1.045 -0.606 0.300



Record 2
# C4H3NO2

The molecule C4H3NO2 at a distorted geometry (ωB97M-V with the def2-TZVPD basis set, the OMol25 dataset).

**Energy above the lowest of the compared OMol25 structures with the same formula, charge and spin**: 68.2 kcal per mole
**Total charge**: 0
**Calculated total energy**: -9778.729 eV
**HOMO-LUMO gap**: 11.048 eV
**SMILES string**: C=C(C#N)OC=O
**E_HOMO**: -0.405 Ha
**Spin multiplicity**: 1

Element x y z (Å)
C  -0.7323  -1.3882  -0.4115
C  -0.0607  -0.2858  -0.3986
C  1.1738  -0.2768  -1.1749
N  2.2636  -0.2831  -1.6264
O  -0.5615  1.0367  0.1041
C  -0.1454  1.5935  1.1790
O  0.6420  1.0666  2.0549
H  -0.0599  -2.1459  -0.8990
H  -1.6684  -1.6595  -0.1148
H  -0.8513  2.3425  1.2870

Cartesian forces, eV/Å:
2.601 -1.822 -1.506
0.612 3.567 0.208
3.353 0.862 0.087
-3.429 -0.011 0.997
0.235 -3.734 -4.158
3.997 -4.386 5.904
-3.133 2.856 -4.224
-1.378 0.275 0.475
-2.269 -0.309 1.146
-0.589 2.701 1.071



Record 3
# ClH2NP2

The molecule ClH2NP2 at a distorted geometry (ωB97M-V with the def2-TZVPD basis set, the OMol25 dataset).

**Energy above the lowest of the compared OMol25 structures with the same formula, charge and spin**: 68.1 kcal per mole
**Total charge**: 0
**Calculated total energy**: -32619.365 eV
**HOMO-LUMO gap**: 8.718 eV
**SMILES string**: [PH2]#P=NCl
**E_HOMO**: -0.357 Ha
**Spin multiplicity**: 1

Element x y z (Å)
P  -1.4451  0.4721  0.4359
P  0.4926  0.9005  -0.2862
N  1.0437  -0.3816  0.4035
Cl  3.0296  -0.6168  -0.0804
H  -1.2324  -0.9892  0.3206
H  -1.8885  0.6151  -0.7933

Cartesian forces, eV/Å:
-0.415 -1.606 2.810
1.234 0.995 -0.793
3.222 -1.444 -0.245
-2.461 0.531 0.616
-0.396 1.274 0.160
-1.183 0.251 -2.548